No. 1
DFT (ωB97M-V/def2-TZVPD) results for a 10-piece molecular cluster, C18H56N12O10 overall in a non-equilibrium geometry.

Properties
Multiplicity = 1
SMILES string = NC(N)=O.NC(N)=O.NC(N)=O.NC(N)=O.NC(N)=O.NC(N)=O.CC(C)O.CC(C)O.CC(C)O.CC(C)O
Total energy = -2128.676739 Ha
Highest occupied orbital energy = -8.7 eV
Molar mass = 600.72 g/mol
Frontier orbital gap = 7.60 eV

Each line ends with the Löwdin charge.
CARTESIAN COORDINATES (ANGSTROEM)
1 C -0.109 1.157 -0.359  -0.56
2 O -1.350 0.907 0.167  -0.08
3 N 0.544 0.266 -1.041  0.08
4 N 0.591 2.172 -0.017  0.22
5 H 0.064 -0.582 -1.364  0.09
6 H 1.293 0.671 -1.746  0.07
7 H 0.355 2.811 0.668  0.09
8 H 1.384 2.628 -0.512  0.08
9 C 0.208 -2.710 1.052  -0.64
10 O 0.206 -3.216 2.288  -0.07
11 N -0.401 -3.312 0.048  0.19
12 N 0.919 -1.653 0.773  0.14
13 H -0.859 -4.236 0.238  0.16
14 H -0.346 -2.926 -0.891  0.04
15 H 1.413 -1.288 1.594  0.15
16 H 0.714 -0.984 0.055  0.02
17 C 4.062 0.114 -0.083  -0.55
18 O 5.230 0.392 0.635  -0.10
19 N 3.990 -0.364 -1.285  0.12
20 N 2.925 0.590 0.323  0.14
21 H 4.840 -0.414 -1.812  0.14
22 H 3.298 -1.152 -1.464  0.07
23 H 1.999 0.554 -0.216  0.08
24 H 2.821 1.092 1.223  0.08
25 C 1.502 -2.538 -2.510  -0.51
26 O 0.168 -2.179 -2.396  -0.12
27 N 2.123 -2.964 -3.570  0.20
28 N 2.334 -2.452 -1.508  0.13
29 H 1.552 -2.969 -4.406  0.14
30 H 3.175 -2.934 -3.727  0.17
31 H 1.903 -2.119 -0.578  0.11
32 H 3.229 -2.936 -1.483  0.15
33 C 3.884 2.974 2.454  -0.67
34 O 3.641 4.265 2.110  -0.12
35 N 5.088 2.526 2.359  0.15
36 N 2.938 2.108 2.709  0.13
37 H 5.727 3.191 1.829  0.16
38 H 5.115 1.588 1.964  0.05
39 H 1.978 2.561 2.729  0.10
40 H 3.005 1.200 3.170  0.15
41 C 2.313 2.414 -2.489  -0.60
42 O 1.733 3.351 -3.325  -0.08
43 N 2.361 1.132 -2.670  0.12
44 N 2.789 2.754 -1.328  0.16
45 H 2.207 0.785 -3.633  0.17
46 H 3.128 0.557 -2.220  0.07
47 H 2.971 3.706 -1.164  0.14
48 H 3.128 1.944 -0.740  0.10
49 C -3.497 0.454 2.108  -0.04
50 C -2.505 -0.304 2.975  -0.65
51 C -2.791 -1.837 2.789  -0.02
52 O -1.335 -0.175 2.657  0.00
53 H -4.526 0.347 2.471  0.09
54 H -3.398 -0.014 1.110  0.07
55 H -3.190 1.516 2.091  0.08
56 H -2.686 -0.045 3.994  0.11
57 H -2.391 -2.427 3.592  0.07
58 H -2.360 -2.208 1.921  0.02
59 H -3.859 -1.974 2.859  0.07
60 H -1.346 -0.130 1.693  0.06
61 C -3.572 -2.194 -0.510  -0.06
62 C -3.874 -3.474 -1.266  -0.65
63 C -2.944 -3.461 -2.559  -0.02
64 O -3.722 -4.486 -0.588  0.02
65 H -3.994 -2.321 0.458  0.05
66 H -4.187 -1.389 -0.953  0.09
67 H -2.489 -1.886 -0.505  0.07
68 H -4.904 -3.407 -1.568  0.13
69 H -3.330 -4.175 -3.288  0.07
70 H -1.862 -3.583 -2.389  0.05
71 H -3.130 -2.449 -3.046  0.08
72 H -4.602 -5.009 -0.599  0.18
73 C -1.486 2.236 4.780  -0.01
74 C -0.401 2.931 3.893  -0.60
75 C 0.832 3.217 4.697  -0.05
76 O -0.081 2.308 2.847  -0.05
77 H -1.615 2.924 5.643  0.09
78 H -1.177 1.257 5.194  0.10
79 H -2.471 2.116 4.322  0.07
80 H -0.756 3.797 3.389  0.14
81 H 1.346 2.268 4.918  0.09
82 H 0.534 3.773 5.542  0.07
83 H 1.640 3.852 4.287  0.08
84 H -0.859 1.834 2.499  0.09
85 C -1.777 1.320 -4.905  -0.02
86 C -1.259 0.354 -3.842  -0.64
87 C -2.261 0.186 -2.670  -0.05
88 O -1.052 -0.791 -4.263  0.00
89 H -2.609 0.845 -5.462  0.10
90 H -0.984 1.602 -5.559  0.06
91 H -2.071 2.258 -4.461  0.08
92 H -0.303 0.741 -3.419  0.12
93 H -3.267 -0.130 -3.041  0.10
94 H -2.478 1.145 -2.143  0.10
95 H -2.005 -0.540 -1.984  0.00
96 H -0.734 -1.355 -3.558  0.03

***

No. 2
DFT (ωB97M-V/def2-TZVPD) results for a 9-piece molecular cluster, C18H57BCl2O20P3 overall in a non-equilibrium geometry.

Properties
Multiplicity = 1
Charge = -1
Total energy = -4194.277036 Ha
Highest occupied orbital energy = -7.3 eV
Molar mass = 768.27 g/mol
Frontier orbital gap = 9.67 eV

Each line ends with the Löwdin charge.
CARTESIAN COORDINATES (ANGSTROEM)
1 B 0.572 0.941 0.413  -0.40
2 H 0.886 0.259 -0.361  0.00
3 H 0.316 1.927 0.058  0.01
4 H -0.291 0.547 0.927  -0.01
5 H 1.371 1.002 1.137  -0.01
6 C -0.272 -0.349 4.549  -0.14
7 O -0.278 -1.742 4.677  -0.24
8 P 0.096 -2.331 6.200  0.52
9 O -1.044 -2.102 7.161  -0.28
10 O 0.424 -3.944 6.021  -0.23
11 C -0.561 -4.866 5.555  -0.11
12 O 1.485 -1.651 6.597  -0.23
13 C 1.592 -0.760 7.778  -0.06
14 H 0.295 0.066 3.715  0.08
15 H 0.290 0.132 5.351  0.07
16 H -1.248 0.135 4.534  0.10
17 H -0.310 -5.252 4.567  0.08
18 H -1.543 -4.412 5.419  0.09
19 H -0.624 -5.673 6.285  0.09
20 H 2.232 0.087 7.533  0.08
21 H 2.066 -1.313 8.590  0.09
22 H 0.642 -0.326 8.090  0.08
23 C 0.246 -1.880 -2.750  -0.07
24 O 0.724 -2.881 -3.633  -0.22
25 P 1.658 -4.111 -3.155  0.45
26 O 2.615 -4.626 -4.187  -0.26
27 O 2.221 -3.766 -1.687  -0.27
28 C 3.547 -3.216 -1.489  -0.07
29 O 0.529 -5.192 -2.714  -0.24
30 C 0.891 -6.404 -2.111  -0.14
31 H 1.072 -1.703 -2.062  0.07
32 H -0.644 -2.193 -2.205  0.09
33 H -0.073 -1.050 -3.381  0.08
34 H 4.194 -3.120 -2.361  0.09
35 H 3.922 -3.699 -0.587  0.09
36 H 3.409 -2.193 -1.138  0.06
37 H 0.671 -7.215 -2.805  0.09
38 H 0.350 -6.428 -1.165  0.07
39 H 1.965 -6.560 -2.011  0.09
40 C -2.047 -0.368 -7.020  -0.11
41 O -2.698 0.802 -6.562  -0.23
42 P -2.707 1.334 -5.027  0.41
43 O -3.281 2.690 -4.979  -0.23
44 O -3.472 0.157 -4.211  -0.25
45 C -4.861 0.097 -4.141  -0.12
46 O -1.212 1.215 -4.509  -0.21
47 C -0.702 1.926 -3.327  -0.05
48 H -1.335 -0.017 -7.768  0.09
49 H -2.865 -1.009 -7.347  0.09
50 H -1.486 -0.962 -6.299  0.08
51 H -5.250 0.783 -4.894  0.09
52 H -5.103 0.533 -3.171  0.09
53 H -5.154 -0.952 -4.179  0.09
54 H -1.378 2.616 -2.822  0.09
55 H 0.250 2.422 -3.515  0.09
56 H -0.295 1.227 -2.597  0.06
57 C 0.801 3.239 3.481  -0.19
58 C 1.527 4.076 2.371  -0.22
59 O 2.391 3.332 1.525  -0.06
60 O -0.169 2.345 2.874  -0.10
61 H 0.250 3.904 4.145  0.11
62 H 1.492 2.637 4.071  0.11
63 H 2.089 4.912 2.789  0.11
64 H 0.687 4.523 1.839  0.10
65 H 1.819 2.675 1.120  0.01
66 H 0.252 2.010 2.079  -0.02
67 C -2.295 5.203 -0.721  -0.22
68 C -0.768 5.097 -0.937  -0.22
69 O -0.268 5.707 -2.138  -0.08
70 O -2.731 4.559 0.479  -0.08
71 H -2.900 4.862 -1.561  0.11
72 H -2.627 6.240 -0.676  0.11
73 H -0.355 4.089 -0.980  0.10
74 H -0.230 5.491 -0.075  0.10
75 H 0.665 5.528 -2.274  0.08
76 H -2.645 3.604 0.430  0.02
77 C -3.188 0.896 0.574  -0.18
78 C -2.969 -0.390 -0.302  -0.20
79 O -1.921 -1.223 0.204  -0.10
80 O -2.301 1.913 0.127  -0.10
81 H -3.039 0.647 1.625  0.12
82 H -4.205 1.262 0.436  0.12
83 H -2.721 -0.059 -1.311  0.10
84 H -3.846 -1.030 -0.400  0.11
85 H -1.106 -0.721 0.138  0.00
86 H -1.406 1.567 0.159  0.01
87 C 4.262 1.079 -0.381  -0.23
88 C 3.605 1.018 -1.838  -0.20
89 O 2.428 1.809 -1.868  -0.10
90 O 3.635 0.199 0.494  -0.11
91 H 4.370 2.075 0.049  0.11
92 H 5.272 0.678 -0.455  0.10
93 H 3.347 0.043 -2.251  0.10
94 H 4.300 1.421 -2.575  0.10
95 H 1.750 1.504 -1.259  -0.01
96 H 2.734 0.464 0.693  0.00
97 C 0.755 -2.641 1.426  -1.00
98 Cl 0.327 -4.319 0.984  0.53
99 Cl 2.362 -2.528 2.106  0.57
100 H 0.672 -1.992 0.554  0.01
101 H 0.101 -2.336 2.242  0.01

***

No. 3
DFT (ωB97M-V/def2-TZVPD) results for a 12-piece molecular cluster, C18H59Br2N4O11 overall in a non-equilibrium geometry.

Properties
Multiplicity = 1
Charge = +1
Total energy = -6915.428756 Ha
Highest occupied orbital energy = -11.2 eV
Molar mass = 667.50 g/mol
Frontier orbital gap = 8.03 eV

Each line ends with the Löwdin charge.
CARTESIAN COORDINATES (ANGSTROEM)
1 C -1.139 0.686 -0.683  0.00
2 C -0.394 -0.220 0.249  -0.32
3 C 0.315 0.437 1.427  -0.01
4 N -0.385 -1.504 0.100  0.11
5 N 0.870 -2.116 0.218  0.10
6 C 1.390 -2.755 -0.782  -0.36
7 N 2.601 -3.344 -0.563  0.19
8 N 0.743 -2.884 -1.977  0.07
9 C 0.676 -1.655 -2.772  -0.72
10 Br -1.074 -1.671 -3.688  0.79
11 C 1.751 -1.531 -3.862  -0.74
12 C 3.176 -1.758 -3.381  -0.16
13 Br 1.674 0.354 -4.459  0.76
14 H -1.198 1.678 -0.242  0.08
15 H -0.636 0.793 -1.647  0.08
16 H -2.135 0.272 -0.861  0.10
17 H 0.070 -0.161 2.309  0.09
18 H 1.405 0.456 1.324  0.09
19 H -0.057 1.461 1.579  0.06
20 H 1.380 -2.090 1.099  0.17
21 H 3.284 -2.680 -0.214  0.11
22 H 2.933 -3.829 -1.384  0.10
23 H 1.177 -3.605 -2.552  0.14
24 H 0.731 -0.773 -2.145  0.05
25 H 1.481 -2.116 -4.738  0.07
26 H 3.407 -2.810 -3.206  0.06
27 H 3.827 -1.432 -4.194  0.07
28 H 3.443 -1.117 -2.541  0.08
29 C -4.333 0.843 -4.501  -0.15
30 O -3.090 1.448 -4.856  -0.14
31 H -5.119 1.585 -4.603  0.06
32 H -4.547 0.005 -5.169  0.08
33 H -4.301 0.492 -3.465  0.07
34 H -2.407 0.778 -4.762  0.01
35 C -0.638 4.431 3.509  -0.13
36 O -0.721 3.153 2.875  -0.17
37 H 0.410 4.711 3.583  0.07
38 H -1.169 5.179 2.917  0.08
39 H -1.069 4.376 4.510  0.08
40 H -1.658 2.928 2.828  0.07
41 C -7.840 1.966 -6.904  -0.15
42 O -7.555 1.568 -5.565  -0.14
43 H -7.363 1.259 -7.577  0.08
44 H -8.917 1.959 -7.082  0.08
45 H -7.443 2.966 -7.097  0.08
46 H -7.982 2.201 -4.980  0.07
47 C -3.521 1.179 5.413  -0.14
48 O -2.355 1.878 4.974  -0.14
49 H -4.374 1.846 5.324  0.09
50 H -3.689 0.296 4.794  0.07
51 H -3.408 0.878 6.456  0.07
52 H -1.609 1.274 5.060  0.05
53 C 2.044 2.688 4.929  -0.14
54 O 2.417 3.980 5.399  -0.13
55 H 1.752 2.774 3.885  0.07
56 H 2.891 1.998 5.011  0.08
57 H 1.199 2.310 5.509  0.08
58 H 2.671 3.893 6.324  0.10
59 C 3.150 -4.325 -6.041  -0.14
60 O 2.733 -5.044 -4.876  -0.14
61 H 3.458 -3.330 -5.727  0.06
62 H 3.994 -4.825 -6.518  0.09
63 H 2.323 -4.239 -6.749  0.09
64 H 2.462 -5.923 -5.158  0.08
65 C 0.050 -0.642 7.438  -0.13
66 O 0.024 -0.305 6.049  -0.14
67 H -0.915 -0.385 7.867  0.08
68 H 0.225 -1.713 7.565  0.08
69 H 0.831 -0.079 7.952  0.08
70 H 0.882 -0.535 5.680  0.07
71 C -4.607 -2.488 5.657  -0.16
72 O -4.974 -1.358 6.440  -0.13
73 H -5.328 -2.590 4.851  0.08
74 H -3.608 -2.349 5.230  0.07
75 H -4.620 -3.396 6.266  0.08
76 H -4.329 -1.280 7.150  0.07
77 C 0.329 -0.743 -7.775  -0.17
78 O -0.862 -1.390 -7.342  -0.14
79 H 0.312 -0.696 -8.861  0.08
80 H 0.380 0.272 -7.376  0.06
81 H 1.212 -1.308 -7.456  0.06
82 H -0.846 -1.432 -6.380  -0.02
83 C 3.985 7.233 4.193  -0.16
84 O 3.713 6.484 5.369  -0.14
85 H 4.215 8.255 4.485  0.08
86 H 4.844 6.813 3.661  0.07
87 H 3.112 7.239 3.534  0.07
88 H 3.510 5.578 5.100  0.03
89 C 6.150 -4.414 -0.418  -0.13
90 O 5.500 -3.257 -0.961  -0.16
91 H 5.388 -5.152 -0.180  0.08
92 H 6.841 -4.836 -1.149  0.08
93 H 6.692 -4.152 0.491  0.08
94 H 6.186 -2.613 -1.168  0.09